#1
Here is a molecular structure, C22H26N2O7S from the OMol25 dataset. Energies are from ωB97M-V/def2-TZVPD.

```
58
Properties=species:S:1:pos:R:3:nbo_charge:R:1
C -3.517 -3.615 2.502 -0.238
H -3.262 -3.205 3.413 0.194
H -3.938 -4.472 2.475 0.188
H -2.541 -3.818 1.915 0.169
O -4.367 -2.967 1.477 -0.496
C -4.039 -1.604 1.423 0.315
C -2.876 -1.083 1.971 -0.312
C -2.495 0.374 1.361 -0.162
C -3.393 1.146 0.622 0.060
C -4.500 0.515 0.274 -0.300
C -4.918 -0.539 0.632 -0.156
H -5.892 -1.083 0.186 0.215
H -5.203 0.970 -0.419 0.218
N -2.974 2.527 0.426 -0.811
S -1.492 2.730 -0.394 2.307
O -1.655 4.001 -0.755 -0.909
O -0.441 2.366 0.781 -0.959
C -1.368 1.416 -1.427 -0.470
C -0.532 0.437 -1.256 -0.080
C -0.571 -0.667 -1.994 -0.305
C -1.224 -0.595 -3.457 0.518
C -2.008 0.679 -3.500 -0.258
C -1.971 1.718 -2.679 -0.139
H -2.553 2.571 -2.781 0.247
H -2.367 0.829 -4.863 0.208
O -1.040 -1.516 -4.304 -0.635
H -0.549 -2.464 -3.974 0.575
C 0.295 -1.754 -1.847 0.786
O 0.362 -2.855 -2.499 -0.634
O 0.807 -1.931 -0.515 -0.512
C 1.768 -2.746 -0.285 -0.188
H 1.895 -3.576 -1.191 0.235
H 1.428 -3.381 0.651 0.222
C 3.070 -2.309 0.116 0.694
O 4.068 -2.905 0.274 -0.549
N 3.039 -0.655 0.338 -0.753
H 2.127 -0.408 0.013 0.395
C 4.108 0.034 0.887 -0.057
C 3.861 0.750 1.984 -0.433
C 2.612 1.837 2.000 -0.348
C 3.035 2.660 0.961 -0.516
C 3.009 2.122 -0.308 -0.359
C 4.207 1.010 -0.459 -0.403
H 4.362 0.400 -1.421 0.208
H 5.129 1.653 -0.364 0.162
H 3.512 2.732 -1.328 0.211
H 2.304 1.436 -0.789 0.202
H 2.223 3.254 0.789 0.242
H 3.867 3.425 0.930 0.224
H 2.509 2.284 2.915 0.217
H 1.805 1.248 1.677 0.214
H 4.821 1.273 2.191 0.199
H 3.870 0.013 2.632 0.209
H 5.055 -0.720 0.781 0.234
H -0.045 0.192 -0.111 0.305
H -3.667 3.049 0.106 0.380
H -1.580 0.737 1.764 0.238
H -2.171 -1.517 2.455 0.191
```

Summary:
- LUMO: -1.38 eV

=====

#2
Here is C22H26N2O7S in the gas phase from the OMol25 dataset. Energies are from ωB97M-V/def2-TZVPD.

```
58
Properties=species:S:1:pos:R:3:nbo_charge:R:1
C -0.283 4.439 4.529 -0.252
H -0.335 4.691 3.465 0.175
O -0.603 3.085 4.756 -0.491
C 0.208 2.137 4.214 0.279
C -0.115 0.807 4.490 -0.211
C 0.650 -0.230 3.997 -0.281
C 1.766 0.025 3.198 0.372
C 2.071 1.353 2.916 -0.395
C 1.315 2.396 3.416 -0.278
H 1.639 3.392 3.167 0.257
S 3.467 1.811 1.873 2.339
O 3.643 3.227 2.048 -0.954
O 4.588 0.956 2.108 -0.923
N 3.013 1.611 0.288 -0.679
C 3.097 0.314 -0.331 -0.228
C 1.758 -0.424 -0.366 -0.410
H 1.858 -1.319 -0.984 0.213
H 1.478 -0.738 0.636 0.232
C 0.632 0.457 -0.909 -0.315
C -0.707 -0.245 -0.699 0.699
O -0.930 -0.960 0.256 -0.643
N -1.641 0.050 -1.628 -0.609
H -1.386 0.587 -2.441 0.394
C -2.965 -0.542 -1.619 -0.249
C -3.124 -1.539 -2.738 -0.036
C -2.334 -2.681 -2.744 -0.208
C -2.411 -3.624 -3.764 -0.248
C -3.310 -3.378 -4.774 0.215
C -4.107 -2.232 -4.776 0.302
C -4.029 -1.297 -3.775 -0.290
H -4.651 -0.417 -3.789 0.223
O -4.905 -2.235 -5.889 -0.491
C -4.595 -3.424 -6.584 0.236
O -3.590 -4.128 -5.885 -0.476
H -4.236 -3.177 -7.596 0.158
H -5.497 -4.051 -6.663 0.157
H -1.800 -4.510 -3.765 0.229
H -1.646 -2.839 -1.929 0.224
H -3.064 -1.037 -0.649 0.248
H -3.717 0.249 -1.700 0.199
C 0.594 1.785 -0.139 -0.403
C 1.964 2.462 -0.207 -0.230
H 2.195 2.724 -1.247 0.194
H 1.990 3.372 0.394 0.238
H 0.334 1.582 0.901 0.222
H -0.166 2.446 -0.562 0.212
H 0.791 0.660 -1.974 0.198
H 3.470 0.454 -1.354 0.189
H 3.833 -0.251 0.240 0.247
O 2.569 -0.923 2.660 -0.505
C 2.301 -2.278 2.948 -0.257
H 2.359 -2.479 4.022 0.181
H 1.320 -2.580 2.567 0.186
H 3.079 -2.840 2.435 0.205
H 0.366 -1.241 4.234 0.227
H -0.977 0.605 5.104 0.228
H -1.033 5.011 5.073 0.201
H 0.712 4.685 4.911 0.181
```

Summary:
- LUMO: 0.57 eV

=====

Quick look at relative energies in kcal/mol: #1 403.6; #2 0.0.

=====

#1
Here is a gas-phase ion, C5H12NS (charge +1) from the OMol25 dataset. Energies are from ωB97M-V/def2-TZVPD.

```
19
Properties=species:S:1:pos:R:3:nbo_charge:R:1
C -0.124 1.547 1.127 -0.417
C -0.576 0.196 1.731 -0.407
C 0.624 1.113 -0.130 -0.246
C -0.593 -0.900 0.639 -0.214
C 0.124 -0.680 -2.026 -0.302
N 0.498 -0.403 -0.345 -0.477
S 2.130 -1.171 -0.156 0.522
H -0.999 2.154 0.909 0.231
H 0.401 2.006 1.887 0.239
H 0.179 0.036 2.382 0.211
H -1.525 0.051 2.208 0.245
H 0.145 1.568 -0.987 0.239
H 1.726 1.143 0.050 0.216
H -0.153 -1.835 0.879 0.210
H -1.544 -0.962 0.202 0.225
H -0.403 0.111 -2.298 0.205
H 1.144 -0.637 -2.368 0.205
H -0.430 -1.490 -1.949 0.210
H 2.003 -1.995 -1.210 0.102
```

Summary:
- LUMO (spin up / spin down): -3.07 / -7.73 eV
- 2S+1: 3
- Charge: +1

=====

#2
Here is a gas-phase ion, C5H12NS (charge +1) from the OMol25 dataset. Energies are from ωB97M-V/def2-TZVPD.

```
19
Properties=species:S:1:pos:R:3:nbo_charge:R:1
C 0.000 -0.081 0.385 0.214
C -0.146 -0.702 1.713 -0.729
C -2.336 -2.372 -1.508 -0.698
C 0.766 1.558 -1.240 -0.435
C 1.779 1.396 1.062 -0.456
N 0.788 0.927 0.095 -0.252
S -0.930 -0.708 -1.053 0.386
H -0.576 0.120 2.454 0.280
H 0.706 -1.256 2.072 0.278
H -1.053 -1.308 1.706 0.271
H -1.551 -3.173 -1.838 0.229
H -2.879 -2.056 -2.425 0.221
H -2.940 -2.528 -0.602 0.213
H 1.574 1.087 -1.804 0.248
H -0.247 1.520 -1.697 0.247
H 0.927 2.713 -1.143 0.250
H 2.276 2.265 0.714 0.241
H 1.168 1.771 1.773 0.231
H 2.674 0.827 1.336 0.260
```

Summary:
- LUMO (spin up / spin down): -4.21 / -7.31 eV
- 2S+1: 3
- Charge: +1

=====

Quick look at relative energies in kcal/mol: #1 22.8; #2 0.0.

=====

#1
Here is 2 unconnected molecules or ions with the total composition C5H12NO2 from the OMol25 dataset. Energies are from ωB97M-V/def2-TZVPD.

```
20
Properties=species:S:1:pos:R:3:nbo_charge:R:1
C -0.318 1.670 0.628 -0.035
O -1.087 2.330 -0.325 -0.999
C 0.728 0.879 -0.320 -0.429
C 1.395 -0.442 0.143 -0.447
C 0.782 -1.126 1.433 -0.270
C -1.054 -2.005 0.110 -0.051
N -0.472 -1.900 1.238 -0.404
H 0.311 2.409 1.324 0.079
H -0.908 0.992 1.197 0.119
H 1.340 1.760 -0.763 0.217
H 0.260 0.621 -1.370 0.161
H 2.446 -0.224 0.302 0.196
H 1.377 -1.101 -0.777 0.181
H 0.781 -0.209 1.999 0.220
H 1.506 -1.651 1.970 0.186
H -2.020 -2.509 0.319 0.157
H -0.773 -1.919 -0.860 0.165
H -0.935 0.422 -1.671 0.459
H -1.770 1.450 -2.093 0.509
O -1.589 0.552 -2.483 -1.017
```

Summary:
- LUMO: 3.80 eV
- Charge: -1

=====

#2
Here is 2 unconnected molecules or ions with the total composition C5H12NO2 from the OMol25 dataset. Energies are from ωB97M-V/def2-TZVPD.

```
20
Properties=species:S:1:pos:R:3:nbo_charge:R:1
C -1.931 -0.608 1.510 0.003
O -3.128 -0.249 1.121 -0.943
C -0.808 0.015 0.486 -0.071
C 0.545 -0.795 0.464 -0.490
C 1.645 0.045 -0.085 -0.107
C 2.871 -0.261 -0.501 -0.438
N -1.330 -0.068 -0.833 -0.900
H -1.812 -1.745 1.422 0.041
H -1.614 -0.364 2.576 0.067
H -0.591 1.081 0.753 0.161
H 0.764 -1.269 1.401 0.216
H 0.296 -1.690 -0.119 0.212
H 1.281 1.105 -0.219 0.153
H 3.172 -1.289 -0.527 0.169
H 3.667 0.324 -0.790 0.184
H -1.697 -1.025 -1.001 0.351
H -2.272 0.415 -0.823 0.396
H -0.179 1.632 -1.901 0.491
H 0.908 2.291 -1.192 0.447
O 0.215 2.455 -1.741 -0.943
```

Summary:
- LUMO: 3.59 eV
- Charge: -1

=====

Quick look at relative energies in kcal/mol: #1 37.8; #2 0.0.